ORCA calculation (the ωB97M-V functional and the def2-TZVPD basis) on one molecule with the formula C6H7NO in a non-equilibrium geometry.

E_LUMO, eV: 0.36
Energy above the lowest of the compared OMol25 structures with the same formula, charge and spin, kJ/mol: 664.8
Total charge: 0
Structure (SMILES): C1=NO[C@H]2CCC=C12
DFT total energy, a.u.: -362.56027
Highest occupied orbital energy, Ha: -0.3165

CARTESIAN COORDINATES (ANGSTROEM)
1 C -0.1551 -1.5124 0.6068
2 C -0.6121 -0.1622 1.2473
3 C 0.1543 0.6675 0.4448
4 C 0.3144 1.3681 -1.6589
5 C -0.0554 0.2382 -0.8558
6 C -0.0813 -1.1325 -0.7938
7 H 1.0353 -1.5937 1.2080
8 H -0.7686 -2.6002 0.5199
9 H -0.0610 0.0083 2.2872
10 H -1.6097 -0.0804 1.3611
11 H 1.2810 0.5999 0.5242
12 H 0.3619 1.7953 -2.8609
13 H 0.3036 -2.1359 -1.5643
14 N 0.0984 2.4161 -0.8536
15 O -0.2057 2.1238 0.3880

---

ORCA calculation (the ωB97M-V functional and the def2-TZVPD basis) on an isolated ion of composition C2H4ClO2S and charge -1 in a non-equilibrium geometry.

E_LUMO, eV: 4.05
Energy above the lowest of the compared OMol25 structures with the same formula, charge and spin, kJ/mol: 1.0
Total charge: -1
DFT total energy, a.u.: -1087.48927
Highest occupied orbital energy, Ha: -0.1588

CARTESIAN COORDINATES (ANGSTROEM)
1 C -0.1039 0.9980 0.7271
2 C 0.1136 0.4264 -0.6540
3 O -0.9621 -1.7162 0.4011
4 O -1.0025 0.1277 -1.4253
5 S -0.2103 -1.3429 -0.7810
6 Cl 1.7261 -2.7166 -0.2819
7 H -0.0376 0.1794 1.4508
8 H -1.1045 1.4269 0.8102
9 H 0.6402 1.7603 0.9747
10 H 0.9410 0.8571 -1.2217

---

ORCA calculation (the ωB97M-V functional and the def2-TZVPD basis) on C12H36Be2NO15 as an isolated structure in a non-equilibrium geometry.

2S+1: 2
E_LUMO (alpha / beta), eV: -11.66 / -11.66
Total charge: +2
DFT total energy, a.u.: -1690.52150
Highest occupied orbital energy (alpha / beta), Ha: -0.4976 / -0.4976

CARTESIAN COORDINATES (ANGSTROEM)
1 Be 2.0184 2.0821 3.9197
2 Be -2.3139 2.8974 0.6906
3 N 0.0786 0.7195 0.7908
4 O 0.4855 1.1740 1.8394
5 O 0.2221 -0.4810 0.6096
6 O -0.2889 1.4160 -0.1420
7 C 1.3620 3.4797 -2.4377
8 C 2.2761 3.4779 -1.1465
9 O 2.8990 2.1997 -0.9930
10 O 2.0415 3.0273 -3.6125
11 H 0.7601 4.3848 -2.5189
12 H 0.5907 2.8001 -2.0753
13 H 1.8334 3.7159 -0.1793
14 H 3.1665 4.0877 -1.2997
15 H 2.8819 1.7357 -1.8333
16 H 1.3441 2.7465 -4.2094
17 C -3.4599 -0.1696 2.1895
18 C -2.3986 -0.9687 2.9938
19 O -1.8522 -1.9550 2.1520
20 O -2.9011 0.5004 1.0183
21 H -3.7850 0.6157 2.8720
22 H -4.1831 -0.9516 1.9584
23 H -2.7679 -1.4274 3.9110
24 H -1.6613 -0.1956 3.2099
25 H -1.3470 -1.4215 1.5343
26 H -3.1230 -0.1555 0.3532
27 C -2.7035 2.3721 -2.5474
28 C -2.5148 3.8933 -2.6180
29 O -2.0415 4.4129 -1.3497
30 O -3.5808 2.0539 -1.4322
31 H -1.7264 1.9144 -2.3926
32 H -2.9908 2.0140 -3.5359
33 H -3.4677 4.3668 -2.8542
34 H -1.9056 4.2868 -3.4316
35 H -1.5940 5.2505 -1.4902
36 H -4.0603 1.3317 -1.8449
37 C 0.7352 -1.0230 -4.4753
38 C 0.8386 -0.4055 -3.0820
39 O -0.3512 -0.4872 -2.2912
40 O -0.2503 -0.2691 -5.1852
41 H 0.3388 -2.0378 -4.4413
42 H 1.6363 -1.0647 -5.0871
43 H 1.2202 0.6045 -3.2316
44 H 1.6143 -0.8726 -2.4753
45 H -0.0929 -0.2104 -1.4090
46 H -1.0824 -0.7358 -5.0791
47 C 0.8796 -3.7343 0.6073
48 C 1.5815 -5.0773 0.4570
49 O 2.5006 -5.2906 1.4890
50 O 1.8218 -2.6704 0.5384
51 H 0.4320 -3.7662 1.6007
52 H 0.0801 -3.6646 -0.1304
53 H 2.1104 -5.1687 -0.4917
54 H 0.8367 -5.8731 0.4544
55 H 3.2393 -4.6822 1.5650
56 H 1.3049 -1.8628 0.4913
57 C 2.1588 -2.3591 4.4060
58 C 1.2787 -1.3009 3.7160
59 O 0.9745 -0.2398 4.5926
60 O 1.6027 -2.7575 5.6679
61 H 3.0860 -1.9560 4.8133
62 H 2.4372 -3.1438 3.7025
63 H 0.4190 -1.7114 3.1864
64 H 1.7690 -0.8988 2.8294
65 H 0.1468 -0.5804 4.9397
66 H 1.4412 -1.9916 6.2237

---

ORCA calculation (the ωB97M-V functional and the def2-TZVPD basis) on C19H31CoN7O as an isolated structure in a non-equilibrium geometry.

2S+1: 2
E_LUMO (alpha / beta), eV: -6.70 / -5.83
Energy above the lowest of the compared OMol25 structures with the same formula, charge and spin, kJ/mol: 55.9
Total charge: +2
DFT total energy, a.u.: -2583.45521
Highest occupied orbital energy (alpha / beta), Ha: -0.4642 / -0.4642

CARTESIAN COORDINATES (ANGSTROEM)
1 Co 1.2171 2.0838 0.2758
2 N 1.5829 4.0364 -0.4861
3 C 2.1422 4.8422 0.6257
4 C 1.4173 4.4860 1.9137
5 N 1.4721 3.0292 2.1562
6 C 2.7760 2.6186 2.7205
7 C 3.1926 1.2758 2.1519
8 N 3.2031 1.3921 0.6764
9 C 0.3640 2.5642 3.0076
10 C -0.9819 2.6903 2.2941
11 N -0.8488 2.3612 0.8491
12 H 2.2063 4.0864 -1.2847
13 H 0.7126 4.4615 -0.7923
14 H 2.0415 5.9130 0.4452
15 H 3.2077 4.6255 0.7022
16 H 0.3727 4.7836 1.8196
17 H 1.8485 5.0400 2.7522
18 H 2.7408 2.5813 3.8114
19 H 3.5271 3.3558 2.4336
20 H 2.4888 0.4876 2.4248
21 H 4.1686 0.9998 2.5545
22 H 3.4105 0.4934 0.2507
23 H 3.9536 2.0163 0.3908
24 H 0.3339 3.1256 3.9473
25 H 0.5565 1.5180 3.2519
26 H -1.3792 3.6967 2.4042
27 H -1.6866 2.0156 2.7772
28 H -1.3036 3.0717 0.2863
29 H -1.3282 1.4918 0.6371
30 C -4.3066 -2.6762 -4.4779
31 C -3.4925 -3.2228 -3.3423
32 C -2.7972 -4.4256 -3.4366
33 C -2.0466 -4.9042 -2.3793
34 C -1.9557 -4.1934 -1.1822
35 N -1.1788 -4.7618 -0.1527
36 C -0.7049 -4.2778 1.0418
37 O -0.4995 -4.9897 1.9926
38 N -0.3824 -2.9103 1.1194
39 C 0.1702 -2.0837 0.1626
40 C 0.6236 -2.5171 -1.0878
41 C 1.1459 -1.5896 -1.9683
42 C 1.2255 -0.2565 -1.6032
43 N 0.8218 0.1648 -0.3994
44 C 0.3082 -0.7273 0.4564
45 C -2.6711 -3.0006 -1.0664
46 C -3.4187 -2.5333 -2.1337
47 H -4.5115 -3.4323 -5.2326
48 H -3.7768 -1.8534 -4.9645
49 H -5.2531 -2.2753 -4.1151
50 H -2.8519 -5.0023 -4.3514
51 H -1.5189 -5.8468 -2.4730
52 H -1.0997 -5.7672 -0.1834
53 H -0.2536 -2.6315 2.0801
54 H 0.5818 -3.5639 -1.3531
55 H 1.5075 -1.9017 -2.9377
56 H 1.6173 0.4836 -2.2884
57 H -0.0062 -0.3618 1.4298
58 H -2.6931 -2.4669 -0.1272
59 H -3.9911 -1.6189 -2.0234